[1]
Formula: C46H112Hg2N10O14
Source: the OMol25 dataset
Level of theory: wB97M-V/def2-TZVPD

The calculation puts the strongest force on any atom at 3.2 eV Å⁻¹. Its energy relative to the best compared isomer or geometry (same formula, charge and spin) is 39.7 kJ/mol. The HOMO energy is -11.46 eV.

```
! RIJCOSX wB97M-V def2-TZVPD def2/J DEFGRID3
* xyz 2 1
Hg -3.06 3.00 -2.61
Hg 3.33 -2.94 -2.02
C -0.36 -0.59 -2.09
C -1.09 0.63 -2.13
C -0.68 1.77 -1.10
O -1.24 2.87 -1.24
C 0.26 1.41 -0.10
C 0.95 0.23 -0.11
C 0.60 -0.82 -1.15
O 1.28 -1.90 -1.15
O 1.88 0.04 0.70
O -2.05 0.95 -2.85
H -0.59 -1.40 -2.77
H 0.57 2.19 0.59
C 0.30 -4.95 1.53
C 1.23 -4.09 2.41
C 2.06 -4.86 3.42
O 1.18 -5.27 4.44
C 1.81 -5.37 5.72
N 2.08 -3.36 1.42
H -0.64 -5.29 1.96
H 0.78 -5.92 1.32
H 0.05 -4.50 0.56
H 0.51 -3.40 2.85
H 2.86 -4.19 3.77
H 2.61 -5.69 2.95
H 2.36 -4.44 5.90
H 2.50 -6.22 5.68
H 1.04 -5.53 6.46
H 2.34 -2.43 1.75
H 1.41 -3.06 0.72
C 6.18 -0.56 -2.08
C 4.80 -0.12 -1.62
C 3.73 0.16 -2.72
O 3.57 -1.07 -3.41
C 4.03 -1.19 -4.74
N 4.22 -1.05 -0.65
H 6.90 -0.59 -1.27
H 6.45 0.28 -2.73
H 6.29 -1.44 -2.70
H 4.98 0.84 -1.12
H 4.01 1.01 -3.34
H 2.74 0.33 -2.29
H 3.35 -0.65 -5.41
H 3.79 -2.20 -5.09
H 5.05 -0.93 -5.02
H 3.60 -0.60 0.03
H 5.04 -1.39 -0.16
C -5.03 -3.50 -3.60
C -3.80 -4.13 -2.95
C -3.89 -5.66 -2.94
O -2.60 -6.27 -2.89
C -2.67 -7.65 -2.50
N -2.69 -3.82 -3.82
H -5.99 -3.66 -3.10
H -5.11 -3.65 -4.67
H -4.91 -2.41 -3.55
H -3.58 -3.78 -1.93
H -4.41 -5.96 -3.85
H -4.50 -5.95 -2.08
H -1.65 -8.01 -2.60
H -3.30 -8.15 -3.23
H -3.11 -7.76 -1.50
H -2.33 -2.89 -3.59
H -1.93 -4.43 -3.52
C -1.61 -1.53 1.77
C -2.82 -0.64 1.52
C -3.84 -0.93 2.62
O -4.17 -2.29 2.82
C -5.11 -2.61 3.81
N -2.49 0.78 1.53
H -1.89 -2.57 1.95
H -1.18 -1.18 2.71
H -0.88 -1.59 0.96
H -3.37 -0.83 0.60
H -4.78 -0.49 2.26
H -3.59 -0.45 3.57
H -4.73 -2.21 4.76
H -5.18 -3.69 3.93
H -6.11 -2.31 3.47
H -2.18 1.13 2.43
H -1.75 0.97 0.86
C -0.24 1.14 4.78
C 1.23 1.21 4.42
C 1.90 -0.18 4.34
O 1.45 -0.95 5.46
C 2.11 -0.70 6.66
N 1.38 1.98 3.19
H -0.35 0.63 5.74
H -0.87 0.70 4.01
H -0.63 2.15 4.94
H 1.75 1.86 5.13
H 2.99 -0.22 4.43
H 1.58 -0.57 3.37
H 1.55 -1.20 7.46
H 2.00 0.35 6.94
H 3.13 -1.09 6.66
H 1.03 1.47 2.38
H 2.35 2.17 2.86
C -1.21 6.19 2.69
C -1.28 5.40 1.37
C -1.71 6.38 0.28
O -3.06 6.82 0.37
C -3.22 8.07 1.01
N 0.01 4.81 1.02
H -2.24 6.36 3.03
H -0.74 7.17 2.60
H -0.73 5.60 3.47
H -2.09 4.67 1.52
H -1.56 5.95 -0.71
H -1.04 7.24 0.31
H -4.22 8.39 0.70
H -2.58 8.90 0.68
H -3.20 8.08 2.10
H 0.25 4.12 1.72
H -0.11 4.31 0.14
C -5.44 3.88 1.19
C -4.59 3.19 0.07
C -5.38 2.10 -0.61
O -4.47 1.44 -1.48
C -4.91 0.16 -1.90
N -4.31 4.27 -0.94
H -6.45 4.06 0.84
H -4.92 4.76 1.58
H -5.34 3.19 2.04
H -3.75 2.75 0.59
H -6.15 2.52 -1.26
H -5.76 1.34 0.08
H -4.20 -0.37 -2.53
H -5.88 0.16 -2.41
H -5.07 -0.50 -1.04
H -5.17 4.76 -1.17
H -3.69 4.94 -0.49
C 1.83 -7.26 -1.54
C 2.34 -5.91 -2.06
C 1.26 -5.17 -2.84
O 1.82 -4.01 -3.46
C 1.10 -3.36 -4.51
N 2.79 -5.00 -0.99
H 2.64 -7.71 -0.96
H 1.49 -7.96 -2.30
H 0.95 -7.18 -0.90
H 3.20 -6.17 -2.69
H 0.38 -4.77 -2.34
H 0.84 -5.81 -3.62
H 1.35 -3.81 -5.47
H 1.35 -2.30 -4.51
H 0.03 -3.47 -4.33
H 3.54 -5.30 -0.36
H 2.09 -5.06 -0.25
C 5.43 0.31 2.04
C 5.30 1.52 3.00
C 6.58 2.35 3.03
O 7.16 2.76 1.80
C 6.33 3.39 0.86
N 4.14 2.35 2.64
H 4.41 0.00 1.81
H 5.96 -0.53 2.49
H 5.98 0.61 1.15
H 4.99 1.10 3.96
H 7.36 1.76 3.52
H 6.49 3.19 3.73
H 5.71 2.73 0.23
H 6.93 3.93 0.12
H 5.69 4.17 1.28
H 4.03 2.36 1.63
H 4.28 3.33 2.89
C 0.38 4.20 -5.29
C -0.58 4.17 -4.09
C -1.06 5.60 -3.90
O -2.15 5.54 -2.98
C -2.82 6.79 -2.87
N -1.63 3.22 -4.53
H 1.18 4.94 -5.22
H -0.16 4.37 -6.21
H 0.98 3.29 -5.24
H 0.06 3.86 -3.27
H -1.32 6.02 -4.88
H -0.26 6.18 -3.43
H -3.02 7.14 -3.88
H -2.41 7.48 -2.13
H -3.80 6.62 -2.40
H -1.15 2.35 -4.72
H -1.97 3.67 -5.38
*
```

Atom charges from the Löwdin analysis, given in e for atoms 1 to 2: number 1, Hg, carries 1.277; number 2, Hg, carries 1.300


[2]
Formula: C7H10
Source: the OMol25 dataset
Level of theory: wB97M-V/def2-TZVPD

The calculation puts the strongest force on any atom at 1.8 eV Å⁻¹. Its energy relative to the best compared isomer or geometry (same formula, charge and spin) is 489.7 kJ/mol. The HOMO energy (alpha / beta) is -7.20 / -7.20 eV.

```
! RIJCOSX wB97M-V def2-TZVPD def2/J DEFGRID3
* xyz 0 1
C -1.35 0.26 1.36
C -0.17 0.05 0.41
C 1.03 0.86 0.86
C 0.97 0.18 -1.58
C 0.56 -1.10 -1.48
C -0.04 -1.39 -0.12
C -0.08 0.84 -0.82
H -1.10 -0.17 2.34
H -1.57 1.32 1.51
H -2.26 -0.24 1.01
H 1.04 1.21 1.90
H 1.52 1.51 0.16
H 1.70 0.66 -2.22
H 0.64 -1.81 -2.29
H 0.63 -2.05 0.45
H -1.02 -1.87 -0.14
H -0.78 1.50 -1.33
*
```

Atom charges from the Löwdin analysis, given in e for atoms 1 to 2: number 1, C, carries -0.049; number 2, C, carries -0.595